Below is a structure of composition C36H34Cl4MnN5OPS2, with properties calculated with ωB97M-V/def2-TZVPD.

The multiplicity is 2. For the total energy, the calculation gives -5870.89135 Eh. Its energy above the lowest of the compared OMol25 structures with the same formula, charge and spin is 0.0 kcal per mole. Its net charge is 0. The orbital gap (spin up / spin down) comes out at 5.96 / 5.89 eV. Its largest force on an atom is 0.7 eV Å⁻¹.

Each line ends with the Löwdin spin population.
Positions of all 84 atoms, in Å:
H: -0.12 2.43 -2.96  0.00
C: 1.84 -5.78 -1.56  0.00
Cl: -0.05 -3.77 1.29  0.00
C: -1.69 -0.94 -2.61  0.00
H: -0.33 -2.65 -2.84  0.00
C: -3.11 -0.72 -2.08  0.00
H: -2.03 -3.06 -2.61  0.00
C: 0.76 0.00 -4.59  0.00
C: 0.63 -1.53 4.55  0.00
C: 0.07 -1.21 3.32  0.00
H: 1.66 -0.35 -5.11  0.00
C: -3.60 1.47 2.32  0.00
H: 4.56 3.75 1.63  0.00
C: 2.36 0.05 4.11  0.00
H: -3.43 0.32 -2.10  0.00
H: 1.33 2.52 -0.92  0.00
H: -1.11 2.86 -0.70  0.00
H: 1.21 -1.13 -2.84  0.00
H: -1.08 -2.49 -1.24  0.00
C: -2.53 0.80 1.68  0.00
H: -0.84 -1.68 2.97  0.00
C: 1.01 -5.41 -0.51  0.00
C: 2.62 -3.51 -1.66  0.00
C: 2.25 1.30 1.95  0.00
H: -0.17 3.07 1.70  0.00
H: 3.10 0.29 -3.30  0.00
C: 1.79 -0.90 4.95  0.00
C: -1.24 -2.37 -2.31  0.00
C: -3.80 -1.22 1.54  0.00
H: 0.36 -6.14 -0.03  0.00
C: -2.60 -0.57 1.26  0.00
C: -4.79 0.74 2.53  0.00
H: 0.16 -2.28 5.17  0.00
C: 3.71 3.12 1.39  0.00
H: 2.51 0.61 -1.68  0.00
H: 2.16 1.75 -3.02  0.00
C: 1.74 0.31 2.89  0.00
N: 4.27 0.72 5.52  0.00
C: -1.73 2.78 -1.59  0.00
H: -1.91 3.79 -1.97  0.00
H: -4.17 3.35 3.21  0.00
C: 1.00 -0.09 -3.08  0.00
H: -3.18 -1.07 -1.06  0.00
C: -4.88 -0.57 2.15  0.00
H: -5.79 -1.12 2.33  0.00
C: 2.97 3.29 0.25  0.00
C: 0.99 -4.11 -0.06  0.00
C: 1.78 -3.09 -0.61  0.00
H: -3.81 -1.30 -2.68  0.00
Mn: 0.02 0.04 0.60  1.02
N: -1.33 1.40 1.45  0.00
N: 1.58 1.43 0.79  0.00
C: 3.35 2.10 2.27  0.00
Cl: -3.95 -2.90 1.12  0.00
S: 1.84 -1.42 -0.08  0.00
H: 3.32 -5.07 -2.94  0.00
O: -1.59 -1.10 0.67  0.01
C: 4.02 1.84 3.53  0.00
H: -2.68 2.36 -1.29  0.00
H: 1.85 -6.80 -1.91  0.00
S: 5.46 1.81 5.41  0.00
H: -2.11 2.91 -4.27  0.00
H: 0.60 1.03 -4.91  0.00
C: -1.14 2.63 1.87  0.00
C: 3.54 0.83 4.42  0.00
Cl: 3.68 -2.39 -2.45  0.00
C: 2.65 -4.82 -2.13  0.00
H: -0.07 -0.61 -4.94  0.00
C: -1.95 1.89 -3.92  0.00
C: -3.37 2.80 2.72  0.00
C: -2.15 3.37 2.51  0.00
C: 2.26 0.70 -2.74  0.00
H: -1.52 1.33 -4.74  0.00
H: 2.26 -1.12 5.90  0.00
H: -1.94 4.38 2.82  0.00
Cl: -6.15 1.51 3.29  0.00
N: 5.09 2.46 3.98  0.00
H: -2.93 1.46 -3.70  0.00
H: -1.71 -0.79 -3.69  0.00
H: 3.20 4.08 -0.46  0.00
N: 0.61 -0.31 2.51  0.00
C: 1.91 2.42 -0.02  0.00
P: -0.45 0.30 -1.98  -0.01
C: -1.06 1.93 -2.67  0.00

***

Below is a structure of composition C36H34ClN2O5P2PbS, with properties calculated with ωB97M-V/def2-TZVPD.

For the total energy, the calculation gives -3611.78122 Eh. Its energy above the lowest of the compared OMol25 structures with the same formula, charge and spin is 11.3 kcal per mole. Its net charge is +1. The orbital gap comes out at 7.11 eV. Its largest force on an atom is 0.3 eV Å⁻¹.

Each line ends with the Mulliken charge.
Positions of all 82 atoms, in Å:
P: -1.14 -0.82 -0.07  -0.32
C: -2.87 1.23 -0.85  -0.62
H: -1.38 -0.11 -2.98  0.20
H: 6.22 -0.66 1.21  0.42
C: -3.30 0.08 4.12  -0.81
H: 1.72 -1.92 -6.38  0.32
C: 0.20 3.45 -1.24  -0.22
H: -2.04 1.67 -1.40  0.32
C: 2.65 0.56 0.35  0.80
C: -0.34 0.19 -3.19  -0.03
H: 0.09 -5.47 -1.23  0.48
H: 3.20 3.56 -3.65  0.45
H: 1.58 -0.06 -2.26  0.96
H: 1.54 -3.53 -5.66  0.38
H: -3.42 -3.85 -3.07  0.44
C: -5.15 1.32 -0.09  -0.64
H: -3.63 -1.48 1.06  0.50
C: -0.61 -4.65 -1.36  -0.84
H: -0.62 3.44 -0.53  0.52
H: -4.36 0.31 4.25  0.54
C: -2.43 -2.58 -1.67  -0.47
H: -0.50 5.20 -2.27  0.46
C: -4.99 0.12 0.59  -0.73
S: -0.12 -2.07 -4.83  -0.04
O: -0.96 -0.70 1.54  0.92
C: 1.02 0.84 5.84  -0.29
C: 0.12 -1.18 2.28  -0.37
C: -1.69 -4.79 -2.23  -0.56
O: 2.49 -0.98 6.40  -0.52
Pb: -2.20 1.73 2.83  1.12
C: 0.38 -0.45 3.54  0.16
O: -0.03 3.35 6.14  -0.65
C: 4.33 -1.18 0.35  -0.76
H: 3.27 2.43 1.21  0.45
C: 0.03 -0.26 -4.60  -1.15
H: -5.80 -0.31 1.15  0.48
C: 1.19 2.48 -1.15  0.42
C: 1.34 4.47 -3.09  -0.54
N: 0.18 -0.09 -0.73  0.73
C: -3.77 -0.54 0.54  -0.44
H: 1.07 0.01 -4.82  0.48
C: 1.53 -2.46 -5.46  -0.93
C: 5.23 -0.32 0.96  -0.57
C: -4.10 1.87 -0.81  -0.84
H: 4.62 -2.19 0.11  0.44
H: -1.81 -5.70 -2.80  0.42
N: -0.23 0.72 3.81  0.41
H: -4.23 2.81 -1.34  0.49
H: 0.58 -1.50 -2.26  0.89
H: 3.08 1.80 -1.93  0.40
H: 1.76 -1.98 4.14  0.66
H: -3.22 -0.89 3.64  0.20
H: -6.11 1.83 -0.06  0.42
C: 0.57 -0.42 -2.13  -1.69
C: 1.62 -0.39 5.58  0.51
C: -1.35 -2.44 -0.78  0.68
C: -2.70 0.03 -0.17  0.62
H: 1.24 1.43 6.72  0.51
P: 0.97 1.22 0.16  0.20
C: 2.35 3.52 -2.98  -0.83
H: 2.35 -1.42 -0.43  0.10
C: -0.43 -3.49 -0.63  -0.30
H: -0.61 0.23 -5.33  0.53
H: -3.14 -1.77 -1.79  0.39
H: 2.29 -2.23 -4.71  0.26
C: 0.27 4.44 -2.21  -0.68
H: 5.55 1.66 1.73  0.45
O: -1.57 3.01 4.53  -0.66
O: 0.75 -2.12 1.90  -0.53
C: 0.10 1.34 4.93  -0.27
C: 1.29 -1.03 4.39  -0.55
C: 3.04 -0.74 0.04  0.19
H: 2.62 -0.47 7.20  0.32
C: -2.59 -3.75 -2.38  -0.87
C: -0.55 2.70 5.25  0.30
Cl: -2.63 -0.13 5.77  -0.20
H: -0.28 1.28 -3.14  -0.15
C: 2.28 2.53 -2.02  -0.31
C: 4.85 0.99 1.26  -0.72
H: 1.40 5.24 -3.85  0.42
H: 0.40 -3.40 0.05  0.56
C: 3.57 1.42 0.97  -0.80

***

Below is a structure of composition C36H34ClN6O9PRuSe2 in a non-equilibrium geometry, with properties calculated with ωB97M-V/def2-TZVPD.

The multiplicity is 6. For the total energy, the calculation gives -8097.25449 Eh. Its net charge is -1. The orbital gap (spin up / spin down) comes out at 7.39 / 7.22 eV. Its largest force on an atom is 1.0 eV Å⁻¹.

Each line ends with the Löwdin spin population.
Positions of all 90 atoms, in Å:
Ru: 0.70 0.45 0.22  3.92
C: -3.03 2.52 3.09  0.00
N: 0.04 -3.27 -2.24  0.00
H: -6.33 3.03 3.66  0.00
O: 0.61 -6.00 -2.28  0.00
C: -1.29 4.39 0.00  0.00
C: -4.15 3.28 1.09  0.00
C: 2.87 -6.72 -2.34  0.00
C: -0.79 5.77 -1.90  0.00
C: -2.94 -5.06 0.65  0.00
O: 0.19 -1.36 1.25  0.12
H: 1.34 -8.24 -2.04  0.00
C: -3.13 -6.43 0.58  0.00
H: -0.87 7.89 -1.56  0.00
O: 3.94 -2.60 6.03  0.00
N: -1.36 -1.22 3.72  0.00
Cl: -4.75 -7.08 0.65  0.00
Se: -1.70 1.22 -0.71  0.18
H: -0.51 5.87 -2.94  0.00
H: -3.79 -4.40 0.76  0.00
H: 3.26 -3.94 -2.07  0.00
H: 3.38 -7.67 -4.21  0.00
H: -1.43 -1.83 -1.83  0.00
C: -2.06 -7.29 0.45  0.00
C: -1.33 6.78 0.22  0.00
H: -6.24 3.67 1.27  0.00
H: 4.94 -7.31 -2.24  0.00
O: 3.47 1.21 -2.59  0.06
C: -1.65 -4.56 0.59  0.00
C: 1.71 -1.93 -1.76  0.01
H: 3.87 -2.21 3.64  0.00
H: -1.50 -3.48 0.66  0.00
H: -1.48 7.67 0.83  0.00
H: 2.88 -5.03 0.00  0.00
C: 2.17 -1.72 2.46  0.01
H: 0.06 -7.45 0.28  0.00
O: -1.87 -0.59 2.82  0.00
C: -0.99 6.91 -1.12  0.00
C: -4.24 2.57 3.77  0.00
O: 3.69 -2.44 0.77  0.02
C: -5.34 3.35 1.78  0.00
C: -0.77 -6.77 0.40  0.00
N: 1.75 1.77 -1.03  0.13
H: -2.13 2.17 3.58  0.00
H: 0.01 -5.25 -2.20  0.00
C: 1.95 -5.53 -0.28  0.00
H: 1.17 -4.76 1.52  0.00
H: 2.73 -1.60 -1.59  0.00
C: 2.93 -1.56 1.16  0.01
H: -0.78 3.62 -1.93  0.00
H: -1.74 5.43 1.83  0.00
H: 0.16 -1.84 5.75  0.00
H: 2.59 -8.23 -0.77  0.00
O: 2.08 -2.41 7.09  0.00
O: -1.93 -1.50 4.76  0.00
C: -0.95 4.51 -1.34  0.00
C: -0.55 -5.40 0.46  0.00
C: 2.81 -2.01 3.63  0.00
H: 0.77 -3.75 0.18  0.00
H: -2.22 -8.36 0.39  0.00
C: -0.38 -2.08 -1.88  0.01
C: 2.86 -6.77 -3.88  0.00
C: 0.72 -1.81 4.83  0.00
N: 2.74 -2.38 6.07  0.00
N: 1.39 -3.16 -2.16  0.00
C: 2.41 -8.10 -1.84  0.00
H: 4.73 -5.56 -2.25  0.00
C: 4.31 -6.49 -1.87  0.00
C: 2.62 1.47 -1.80  0.07
H: 3.39 -5.93 -4.33  0.00
Se: 0.26 2.45 2.07  0.18
C: 2.29 -4.26 -2.45  0.00
C: -5.39 2.99 3.13  0.00
H: 2.01 -6.54 0.12  0.00
C: 1.89 -5.61 -1.81  0.00
H: 2.34 -4.36 -3.53  0.00
H: 4.39 -6.48 -0.78  0.00
C: 0.84 -4.80 0.48  0.00
H: 2.97 -8.87 -2.36  0.00
H: -4.11 3.55 0.04  0.00
C: 0.76 -1.49 2.41  0.01
C: 0.08 -1.51 3.64  0.01
H: 1.84 -6.80 -4.26  0.00
C: 2.07 -2.06 4.81  0.01
C: -1.48 5.53 0.78  0.00
N: 0.61 -1.20 -1.60  0.07
O: 2.72 -0.45 0.55  0.12
C: -2.98 2.87 1.75  0.01
P: -1.44 2.76 0.79  0.03
H: -4.27 2.28 4.82  0.00